# 1
C5H9N in the gas phase, computed with ωB97M-V with the def2-TZVPD basis set.

Output
Relative energy (zero: lowest compared OMol25 entry of this formula, charge and spin) (kcal per mole): 62.4
Orbital gap (Eh): 0.322
Multiplicity: 1
LUMO energy (eV): 0.65
E_tot (a.u.): -250.56744

Element x y z (Å)
C (1.03030, 2.30179, -0.03191)
C (1.09495, 0.95835, -0.23541)
C (-0.04105, 0.06111, 0.17365)
C (-1.18127, 0.55237, 0.69816)
N (0.06673, -1.15558, -0.55940)
C (-0.72121, -2.22688, 0.04148)
H (1.53914, 2.96316, -0.72371)
H (0.64913, 2.63188, 0.92914)
H (1.90502, 0.57616, -0.84357)
H (-2.06984, -0.06750, 0.71475)
H (-1.16492, 1.32840, 1.43204)
H (0.02653, -1.13770, -1.56734)
H (-0.42361, -2.37874, 1.08268)
H (-0.65247, -3.19606, -0.45483)
H (-1.79400, -2.06096, -0.02567)

Atoms 1-6, force components in eV/Å:
C 1.1827 -1.7548 0.1511
C -0.7160 1.9388 0.7074
C 0.5345 1.0760 -2.2892
C 0.4901 -1.9287 0.9913
N -0.4489 -1.1346 1.6077
C -0.4713 -0.4951 -0.4304

=====

# 2
C3H4ClN in the gas phase, computed with ωB97M-V with the def2-TZVPD basis set.

Output
Relative energy (zero: lowest compared OMol25 entry of this formula, charge and spin) (kcal per mole): 9.1
Orbital gap (Eh): 0.430
Multiplicity: 1
LUMO energy (eV): 0.65
E_tot (a.u.): -631.62315

Element x y z (Å)
N (0.41736, -1.07948, -2.38821)
C (-0.16200, -0.69306, -1.48765)
C (-0.70502, -0.16597, -0.29875)
C (0.40794, 0.36492, 0.80452)
Cl (1.37467, 1.87117, 0.58155)
H (-1.43369, 0.54755, -0.43900)
H (-1.00509, -1.01825, 0.31097)
H (1.18543, -0.37992, 1.14818)
H (-0.07959, 0.55304, 1.76840)

Atoms 1-6, force components in eV/Å:
N 0.3374 -0.5475 -1.0616
C 0.7738 0.3525 -0.4238
C 3.2191 -0.6319 3.8314
C 0.3303 -0.6045 0.5779
Cl -0.4977 -0.3270 -0.6340
H -1.6929 1.4281 -0.2324

=====

# 3
2 unconnected molecules or ions with the total composition C7H17NO, computed with ωB97M-V with the def2-TZVPD basis set.

Output
Relative energy (zero: lowest compared OMol25 entry of this formula, charge and spin) (kcal per mole): 95.3
Orbital gap (Eh): 0.384
Multiplicity: 1
LUMO energy (eV): 0.95
E_tot (a.u.): -406.77843

Element x y z (Å)
C (0.25145, -0.40112, 1.59869)
C (1.46649, -0.13130, 0.78799)
N (1.93119, -1.18612, -0.29987)
C (2.20700, -2.58285, 0.34119)
C (0.74992, -1.45311, -1.13775)
C (-0.33442, -0.42202, -1.21473)
O (0.70733, -2.44695, -1.75824)
H (0.19962, 0.04329, 2.68672)
H (0.32347, -1.47171, 1.70070)
H (-0.59910, -0.38081, 0.96403)
H (1.35310, 0.80213, 0.36308)
H (2.26193, 0.03055, 1.48254)
H (3.27484, -2.61434, 0.38897)
H (1.68299, -3.16138, 1.07377)
H (2.29271, -3.15986, -0.67834)
H (-1.23486, -0.76130, -0.68194)
H (0.18548, 0.46020, -0.92933)
H (-0.80000, -0.21627, -2.20779)
C (-1.42629, 2.30848, 0.16886)
C (-2.59692, 2.46396, -0.73128)
H (-0.62244, 1.61959, -0.24541)
H (-0.75246, 3.23841, 0.16414)
H (-1.70903, 1.94447, 1.14419)
H (-2.67587, 3.38173, -1.24973)
H (-3.54426, 2.41352, -0.20783)
H (-2.59188, 1.68281, -1.52263)

Atoms 1-6, force components in eV/Å:
C 0.0859 -1.5626 1.8662
C 1.9004 -1.2120 0.0781
N -3.9698 -0.2554 3.3435
C 2.7965 0.3640 -5.3711
C 0.8588 1.5768 0.4868
C -0.5851 -0.1720 -1.6884

=====

# 4
C8H7N5O in the gas phase, computed with ωB97M-V with the def2-TZVPD basis set.

Output
Relative energy (zero: lowest compared OMol25 entry of this formula, charge and spin) (kcal per mole): 67.1
Orbital gap (Eh): 0.275
Multiplicity: 1
LUMO energy (eV): -0.31
E_tot (a.u.): -657.85523

Element x y z (Å)
C (-1.83357, 1.40675, -0.15986)
C (4.02098, -0.42633, 0.31492)
C (3.68486, 0.97606, 0.27720)
C (-0.55227, 1.48727, -0.42346)
C (2.01618, -1.08756, -0.33644)
C (1.63582, 0.30614, -0.41137)
C (-2.67856, 0.45229, 0.32925)
C (-4.17678, -1.36159, 0.38961)
N (3.25019, -1.41267, 0.01252)
N (2.46266, 1.34123, -0.09543)
N (0.85997, -1.77272, -0.40377)
N (0.26533, 0.34522, -0.45700)
N (-0.15474, -0.93913, -0.41080)
O (-3.39416, -0.37196, -0.34825)
H (-2.15059, 2.49071, -0.25774)
H (5.08974, -0.76758, 0.64962)
H (4.49556, 1.60775, 0.57961)
H (-0.06553, 2.43449, -0.71609)
H (-3.55764, -1.54665, 1.38280)
H (-4.08281, -2.31736, -0.18724)
H (-5.13464, -0.84432, 0.27193)

Atoms 1-6, force components in eV/Å:
C -0.5877 3.6769 -1.8378
C 3.0625 0.3920 0.6978
C -1.0309 -2.4660 -0.7048
C 1.7672 -0.2656 -0.7424
C -1.6242 3.8188 -0.0806
C 1.3488 0.1547 1.3042